# 1
Molecular formula: C36H36N5O2S6SbW
Method: DFT, ωB97M-V with the def2-TZVPD basis set

Last column: Mulliken charge in e.
Geometry (Å):
W1 -1.56156 0.46992 1.53699  0.65
C1 -6.98523 1.09278 -1.41655  -1.41
C2 -5.61932 0.55357 -1.12246  0.63
C3 -5.43420 -0.39026 -0.12094  -1.09
C4 -4.15980 -0.78626 0.22043  -0.58
C5 -3.02440 -0.27118 -0.41833  -1.14
N1 -1.73059 -0.73979 0.00909  1.12
C6 -1.17724 -1.82958 -0.68788  1.38
C7 -1.85075 -2.31774 -1.81308  -1.48
C8 -1.36280 -3.35933 -2.57996  -1.14
C9 -0.17260 -3.99123 -2.25398  0.50
C10 0.39344 -5.11044 -3.08257  -1.63
C11 0.48398 -3.54165 -1.11873  -0.27
C12 0.01852 -2.49035 -0.33751  -0.66
N2 0.81358 -2.10638 0.77683  1.89
C13 0.37708 -2.35664 2.14562  -1.06
C14 2.29466 -2.29675 2.97479  0.66
C15 2.89847 -2.16725 1.60486  -1.08
N3 2.15976 -2.11016 0.56107  -0.95
C16 -3.22338 0.60243 -1.50606  0.35
C17 -4.50754 1.02374 -1.81110  -0.36
N4 -2.18410 1.00391 -2.37511  0.29
C18 -2.32144 1.24762 -3.70951  -0.29
C19 -1.09189 1.61282 -4.17953  -1.34
C20 -0.25564 1.56137 -3.04329  -0.12
N5 -0.91381 1.18656 -1.96620  0.36
H1 -7.71532 0.28673 -1.49883  0.37
H2 -7.00138 1.67712 -2.33530  0.37
H3 -7.29533 1.74191 -0.59469  0.23
H4 -6.28374 -0.77740 0.42610  0.35
H5 -4.00502 -1.50783 1.00886  0.67
H6 -2.78464 -1.86049 -2.10744  0.49
H7 -1.92648 -3.67960 -3.44840  0.36
H8 -0.32813 -5.45639 -3.82207  0.37
H9 0.67335 -5.96284 -2.46172  0.35
H10 1.28962 -4.78775 -3.61663  0.31
H11 1.41522 -4.00729 -0.81846  0.55
H12 -0.70242 -2.42915 2.20069  0.81
H13 3.01335 -2.32791 3.79067  0.60
H14 3.97022 -2.15213 1.44656  0.37
H15 -4.64662 1.76138 -2.59014  0.51
H16 -3.26244 1.11240 -4.21239  0.46
H17 -0.83000 1.86545 -5.19181  0.45
H18 0.79748 1.78700 -2.97552  0.37
O1 -0.29828 1.16961 2.96496  0.14
S1 -0.17359 0.71338 4.43835  0.39
C21 1.27517 1.69448 4.88426  -0.89
C22 2.52935 1.54984 4.02090  -0.87
C23 2.45111 2.19983 2.61943  0.01
C24 3.10930 1.35024 1.52689  -0.95
S2 2.05047 1.07474 0.05946  0.22
O2 0.64804 1.00946 0.57189  -0.64
C25 2.26774 2.69134 -0.67800  0.78
C26 3.29496 2.82878 -1.60237  -0.27
C27 3.50179 4.06021 -2.20578  -0.72
C28 2.67135 5.12951 -1.89397  -0.45
C29 1.63830 4.97087 -0.98074  -0.96
C30 1.42970 3.74614 -0.36234  -0.20
C31 0.45574 -0.95331 4.28987  -0.57
C32 0.07269 -1.80230 5.24531  -0.46
C33 0.29066 -3.24492 5.19835  -0.87
C34 0.75051 -3.94410 4.15508  -1.13
C35 1.24763 -3.44761 2.83701  0.28
C36 1.11099 -1.28398 2.99965  0.94
H19 1.46950 1.42552 5.92512  0.65
H20 0.87716 2.71332 4.87314  0.45
H21 2.78016 0.48940 3.94012  0.14
H22 3.35084 1.99264 4.58873  0.53
H23 2.91496 3.18586 2.64288  0.70
H24 1.40562 2.34935 2.35499  -0.25
H25 3.33244 0.34341 1.88072  0.43
H26 4.03710 1.77002 1.13479  0.69
H27 3.91744 1.97803 -1.85724  0.45
H28 4.29694 4.17999 -2.92968  0.43
H29 2.82428 6.08645 -2.37564  0.39
H30 0.98342 5.80115 -0.75062  0.46
H31 0.60895 3.59909 0.32744  0.11
H32 -0.50200 -1.42714 6.08555  0.50
H33 -0.00451 -3.79288 6.08428  0.39
H34 0.80946 -5.01905 4.28810  0.40
H35 1.55306 -4.28017 2.20531  0.55
H36 1.29019 -0.37821 2.43172  -0.80
S3 -2.65792 3.14664 4.43084  -0.59
Sb1 -3.38208 2.47171 2.41088  0.78
S4 -1.73024 2.76691 0.74711  -0.49
S5 -2.57652 -0.65727 3.11351  -0.37
S6 -5.52059 2.47860 1.76637  -0.56

Properties
- E_HOMO (spin up / spin down): -0.2546 / -0.2546 Ha
- E_LUMO (spin up / spin down): -0.535 / -0.534 eV
- Strongest force on any atom: 0.004 hartree/bohr
- ΔE to the lowest compared entry with this formula, charge and spin: 2.053 eV

---

# 2
Molecular formula: C36H36N8O2SY
Method: DFT, ωB97M-V with the def2-TZVPD basis set

Last column: Mulliken charge in e.
Geometry (Å):
Y1 0.09876 -0.25456 0.51400  -0.84
C1 -2.11293 3.62379 -2.09311  -1.96
C2 -1.52738 2.25614 -1.84049  0.86
O1 -1.36237 1.86097 -0.70761  0.07
C3 -1.21878 1.42100 -3.06732  -0.86
C4 -0.33473 0.26037 -2.75138  1.02
C5 -0.70712 -1.11218 -3.23691  -1.48
N1 0.75503 0.40934 -2.11162  0.15
N2 1.31653 1.65485 -1.97631  -0.69
C6 1.58573 2.17076 -0.81485  0.22
O2 1.11298 1.82339 0.33117  -0.42
C7 2.60013 3.27990 -0.85194  0.38
C8 2.97839 3.87602 0.34576  -0.09
C9 3.97789 4.84103 0.37157  -0.74
C10 4.60997 5.22166 -0.80286  -0.43
C11 4.22783 4.63784 -2.00716  -0.67
C12 3.23217 3.67348 -2.03168  -0.30
H1 -2.96756 3.78006 -1.43372  0.32
H2 -1.34964 4.36929 -1.85008  0.37
H3 -2.42113 3.74283 -3.13116  0.46
H4 -0.77208 2.05938 -3.83551  0.38
H5 -1.09152 -1.04579 -4.25826  0.46
H6 0.16800 -1.75916 -3.21997  0.33
H7 -1.48734 -1.56304 -2.61951  0.08
H8 2.48698 3.55513 1.25645  0.37
H9 4.26716 5.29521 1.31205  0.40
H10 5.39805 5.96448 -0.78229  0.36
H11 4.71554 4.93317 -2.92834  0.40
H12 2.93620 3.19224 -2.95441  0.42
C13 -3.02720 1.37701 1.92614  -1.34
N3 -1.63378 1.20631 2.31578  1.19
C14 -0.98756 2.51237 2.45257  -1.16
C15 -1.54769 0.47323 3.57902  -1.29
C16 -0.16053 -0.05036 3.86656  0.89
C17 0.31828 0.01821 5.17232  -0.85
C18 1.54845 -0.53938 5.50140  -0.59
C19 2.27532 -1.18247 4.50898  -1.00
C20 1.78388 -1.21844 3.20511  -0.02
C21 0.56272 -0.64228 2.81667  0.93
H13 -3.59023 1.94274 2.68523  0.37
H14 -3.49657 0.40294 1.79072  0.28
H15 -3.07497 1.91126 0.97794  0.20
H16 -1.51169 3.13316 3.19779  0.39
H17 -0.98830 3.02099 1.48996  0.11
H18 0.04758 2.37972 2.76549  0.30
H19 -2.23091 -0.37709 3.51049  0.34
H20 -1.89750 1.10360 4.41217  0.33
H21 -0.27337 0.51177 5.94007  0.33
H22 1.92881 -0.47389 6.51487  0.35
H23 3.22813 -1.64687 4.74363  0.42
H24 2.39161 -1.72634 2.46308  0.39
S1 1.62358 -4.97095 -1.06542  -0.48
C22 -0.05065 -5.25290 -0.71529  0.85
C23 -0.78161 -6.43043 -0.83070  -0.71
C24 -2.10832 -6.41708 -0.43351  -0.39
C25 -2.69217 -5.24344 0.05203  -0.85
C26 -1.96803 -4.07029 0.15242  -0.16
C27 -0.62504 -4.07357 -0.22628  -0.86
N4 0.24729 -2.99728 -0.14331  0.43
C28 1.45164 -3.29780 -0.51490  0.27
C29 2.59706 -2.38719 -0.43369  0.60
C30 3.88814 -2.87448 -0.67928  -1.03
C31 4.98048 -2.04480 -0.52086  -0.78
C32 4.76285 -0.73177 -0.11043  -0.95
C33 3.47421 -0.27238 0.12151  -0.51
C34 2.32386 -1.06575 -0.03792  1.24
H25 -0.32088 -7.33295 -1.21535  0.38
H26 -2.69595 -7.32455 -0.49887  0.37
H27 -3.73105 -5.25642 0.35913  0.41
H28 -2.41183 -3.14895 0.50602  0.38
H29 4.03355 -3.91011 -0.97426  0.37
H30 5.98344 -2.41687 -0.69275  0.36
H31 5.60966 -0.06822 0.03809  0.44
H32 3.36459 0.75481 0.45761  0.37
N5 -6.21609 -0.91635 -2.37972  -0.50
C35 -4.98868 -0.31349 -2.10771  0.17
N6 -4.65284 0.84897 -2.55615  -0.50
N7 -4.23741 -1.09312 -1.28548  -0.61
C36 -3.09590 -0.88039 -0.75734  0.48
N8 -2.07131 -0.89620 -0.17858  -0.01
H33 -6.66243 -0.63265 -3.23201  0.22
H34 -6.22204 -1.90895 -2.21754  0.25
H35 -5.38730 1.24097 -3.13493  0.11
H36 -2.20006 1.08077 -3.40496  0.44

Properties
- Charge: -1
- E_HOMO: -0.1872 Ha
- E_LUMO: 2.469 eV
- Strongest force on any atom: 0.019 hartree/bohr
- ΔE to the lowest compared entry with this formula, charge and spin: 1.148 eV

---

# 3
Molecular formula: C36H37AgN4O2
Method: DFT, ωB97M-V with the def2-TZVPD basis set

Last column: Mulliken charge in e.
Geometry (Å):
Ag1 -0.17328 0.00585 0.03737  0.69
C1 -3.05318 -0.69657 2.38805  -1.13
C2 -3.89291 -1.27919 1.24161  0.53
C3 -4.95246 -0.27269 0.79765  -1.52
C4 -2.97301 -1.72378 0.12576  0.56
C5 -2.34985 -2.96891 0.20369  -0.55
C6 -1.48559 -3.40055 -0.78612  -0.53
C7 -1.17645 -2.58666 -1.87509  0.99
C8 -0.26133 -3.08383 -2.96322  -1.55
C9 -1.78634 -1.33799 -1.95338  -0.94
C10 -2.69544 -0.92660 -0.97817  -0.28
H1 -3.69811 -0.33797 3.19316  0.48
H2 -2.45631 0.14408 2.02389  0.00
H3 -2.37447 -1.45030 2.79381  0.24
H4 -4.40491 -2.17173 1.61550  0.51
H5 -4.50239 0.69817 0.58169  0.06
H6 -5.68452 -0.13505 1.59478  0.49
H7 -5.47812 -0.62056 -0.09296  0.39
H8 -2.56353 -3.61888 1.04630  0.43
H9 -1.03931 -4.38633 -0.71527  0.50
H10 0.03524 -2.27520 -3.62941  0.37
H11 -0.76562 -3.85033 -3.55513  0.37
H12 0.63973 -3.53516 -2.54216  0.31
H13 -1.61154 -0.70596 -2.81564  0.26
H14 -3.21264 0.01151 -1.11230  0.09
C11 1.72979 -5.17054 2.16302  -0.45
C12 1.58162 -4.61362 0.90076  -0.65
C13 1.28044 -3.27065 0.76247  0.09
C14 1.16355 -2.47030 1.89224  -0.18
C15 1.31884 -3.02661 3.16402  -0.30
C16 1.59058 -4.37475 3.29415  -0.63
N1 0.90034 -1.09729 1.70242  1.07
N2 1.45468 -0.37525 2.55482  -0.77
C17 1.42616 1.00172 2.37118  0.41
C18 1.65740 1.81743 3.48032  -0.30
C19 1.77788 3.17682 3.28389  -0.45
C20 1.67647 3.68020 1.99298  -0.55
C21 1.42812 2.79964 0.95308  -0.48
N3 1.31252 1.48914 1.13023  -0.44
H15 1.95115 -6.22456 2.26718  0.40
H16 1.69977 -5.23108 0.01958  0.40
H17 1.17026 -2.80856 -0.21025  0.35
H18 1.20325 -2.38381 4.02492  0.43
H19 1.69578 -4.80749 4.28029  0.38
H20 1.73461 1.35969 4.45688  0.44
H21 1.96621 3.83656 4.12057  0.42
H22 1.81001 4.73335 1.79003  0.44
H23 1.33943 3.14343 -0.07199  0.55
C22 -1.55180 6.88052 4.15205  -1.56
C23 -2.53148 5.88902 3.57267  1.07
C24 -3.52279 5.37479 4.39962  -0.86
C25 -4.43646 4.45090 3.92018  -0.89
C26 -4.34975 4.02641 2.61016  -0.69
C27 -3.35273 4.51462 1.76200  -0.17
N4 -3.29691 3.88583 0.49619  -0.13
C28 -2.74249 4.34830 -0.69011  -0.16
C29 -3.14974 5.58877 -1.19588  -0.42
C30 -2.70317 6.04204 -2.41958  -0.48
C31 -1.83854 5.27057 -3.18505  -0.77
C32 -1.42145 4.04548 -2.70317  -0.67
C33 -1.85387 3.55772 -1.46998  0.48
C34 -1.27807 2.23509 -1.03485  1.02
O1 -1.71829 1.66353 0.02197  -0.65
O2 -0.36543 1.71845 -1.71669  -0.89
C35 -2.43579 5.47092 2.23830  0.97
C36 -1.34201 6.00039 1.34751  -1.16
H24 -1.73824 7.00814 5.21715  0.38
H25 -1.64664 7.85456 3.66774  0.34
H26 -0.52172 6.54097 4.02794  0.29
H27 -3.57534 5.69485 5.43367  0.32
H28 -5.21308 4.06416 4.56810  0.40
H29 -5.04941 3.29960 2.21667  0.55
H30 -3.06060 2.90217 0.61353  0.09
H31 -3.84162 6.18221 -0.60960  0.54
H32 -3.04072 7.00212 -2.79067  0.41
H33 -1.49865 5.62612 -4.14903  0.42
H34 -0.73731 3.42539 -3.26693  0.44
H35 -1.73778 6.69231 0.60234  0.30
H36 -0.85974 5.18598 0.80920  0.06
H37 -0.58452 6.52819 1.92242  0.43

Properties
- E_HOMO: -0.2682 Ha
- E_LUMO: -1.219 eV
- Strongest force on any atom: 0.031 hartree/bohr
- ΔE to the lowest compared entry with this formula, charge and spin: 0.696 eV